A 2-piece molecular cluster, C3H8NS overall, computed with ωB97M-V/def2-TZVPD.

Geometry as ORCA input:
```
! RIJCOSX wB97M-V def2-TZVPD def2/J DEFGRID3
* xyz -1 1
S 0.290 1.384 2.524
N 0.439 -0.088 -0.107
C 0.672 1.257 -0.579
C -0.288 -0.859 -0.925
C -0.841 -2.051 -0.594
H -0.465 -0.487 -1.962
H -0.033 1.059 3.789
H -1.500 -2.579 -1.260
H 1.311 1.305 -1.509
H -0.686 -2.465 0.377
H -0.295 1.774 -0.873
H 0.232 -0.040 0.922
H 1.165 1.790 0.198
*
```

## Properties
Frontier orbital gap ... 7.2 eV
LUMO ... 0.1524 hartree
HOMO ... -3.07 eV
Energy relative to the best compared isomer or geometry (same formula, charge and spin) ... 75.35 kJ/mol

Atomic partial charges in e from the Mulliken method, atoms 1 to 4: number 1, S, carries -0.8551; number 2, N, carries -0.1562; number 3, C, carries -0.9197; number 4, C, carries -0.0300